Entry 1:
Here is one molecule with the formula C5H10F2O at a distorted geometry from OMol25. Energies are from the ωB97M-V functional and the def2-TZVPD basis.

Geometry (Å):
1 C 1.10705 -0.14893 -1.63372
2 C -0.12522 -0.30065 -0.81980
3 C -1.17286 0.56709 -1.34163
4 C 0.34328 0.04135 0.85329
5 F 1.32366 -0.92481 0.99941
6 F 0.86252 1.29849 0.99638
7 C -0.66449 -0.19815 2.01819
8 O 0.12021 0.04828 3.21415
9 H 1.88649 -0.92708 -1.25603
10 H 1.63987 0.78351 -1.84986
11 H 0.94653 -0.43913 -2.57367
12 H -0.37836 -1.31748 -0.89690
13 H -0.90647 1.59908 -1.64125
14 H -1.47299 0.10611 -2.28585
15 H -2.05437 0.74503 -0.77576
16 H -1.08068 -1.30732 2.08632
17 H -1.45579 0.43159 1.97633
18 H 1.08164 -0.05698 2.93039

SMILES string   CC(C)C(F)(F)CO
Largest force on an atom   5.2 eV/A
Electronic energy   -471.4200 a.u.
Orbital gap   0.420 Eh
Energy relative to the best compared isomer or geometry (same formula, charge and spin)   48.7 kcal/mol

=====

Entry 2:
Here is a 2-piece molecular cluster, C5H10F3N2O6S2 overall at a distorted geometry from OMol25. Energies are from the ωB97M-V functional and the def2-TZVPD basis.

Geometry (Å):
1 N 0.56597 -3.10188 -0.30018
2 C 0.66170 -1.91224 0.63614
3 C 0.08081 -0.51566 -0.07788
4 O -0.86743 -0.94397 -1.11947
5 C -2.22552 -0.43340 -0.87602
6 O -2.46316 0.86389 -1.21371
7 C -3.49771 -1.27455 -0.27509
8 C -3.10392 -2.63381 0.55398
9 F -3.97810 -2.68992 1.78459
10 H -0.41697 -3.42465 -0.44521
11 H 0.97428 -2.82425 -1.24267
12 H 0.00200 -2.03119 1.62337
13 H 1.78250 -1.80890 0.95914
14 H -0.36764 0.23997 0.70213
15 H 1.04485 0.00666 -0.54230
16 H -4.14875 -1.61547 -1.21156
17 H -4.17365 -0.54978 0.36511
18 H -2.00366 -2.67353 0.95173
19 H -3.30269 -3.61088 -0.05920
20 N 3.70137 3.67427 -0.28666
21 S 3.27010 2.67505 0.84558
22 O 2.56347 1.46411 0.44155
23 O 2.88928 3.23680 2.13642
24 F 4.70326 2.05938 1.21539
25 S 2.45866 4.39925 -0.92029
26 O 2.75322 5.08154 -2.18000
27 O 1.56602 5.13874 -0.03629
28 F 1.53173 3.20439 -1.42859

Total charge   -1
Largest force on an atom   8.9 eV/A
Electronic energy   -1853.3882 a.u.
Orbital gap   0.337 Eh

=====

Entry 3:
Here is a 2-piece molecular cluster, C5H10FN overall at a distorted geometry from OMol25. Energies are from the ωB97M-V functional and the def2-TZVPD basis.

Geometry (Å):
1 C -0.61664 2.03672 1.71296
2 C -0.00549 1.60633 0.64521
3 C 0.94181 1.73721 -0.43040
4 C -0.02099 -2.27867 -1.35836
5 C -0.72572 -0.75329 0.49804
6 N 0.30919 -1.26597 -0.33303
7 F -0.86473 -1.25851 1.77347
8 H -1.07422 1.47279 2.42293
9 H -0.74684 3.21055 1.85442
10 H 0.75180 2.62449 -0.99101
11 H 1.00542 0.97830 -1.16430
12 H 1.81303 1.60744 0.04626
13 H -0.91098 -2.96486 -0.95570
14 H -0.36602 -1.62312 -2.22461
15 H 0.96415 -2.83975 -1.50675
16 H -1.54219 -0.58222 -0.08569
17 H 1.08844 -1.70745 0.09657

Largest force on an atom   5.6 eV/A
Electronic energy   -350.9183 a.u.
Orbital gap (alpha / beta)   0.294 / 0.297 Eh
Energy relative to the best compared isomer or geometry (same formula, charge and spin)   130.1 kcal/mol

=====

Entry 4:
Here is one molecule with the formula C5H10FN3 at a distorted geometry from OMol25. Energies are from the ωB97M-V functional and the def2-TZVPD basis.

Geometry (Å):
1 C -0.72637 1.88696 0.39919
2 C -0.77951 0.39064 -0.09538
3 C -1.66122 -0.45777 0.90235
4 N 0.57632 -0.13922 -0.18547
5 C 1.40550 0.29367 -1.18854
6 N 2.32809 -0.89530 -1.40333
7 N 2.02261 -1.85688 -0.70560
8 C 0.89854 -1.62761 0.12697
9 F 1.38506 -1.62965 1.43341
10 H 0.07106 1.86825 1.10423
11 H -0.45055 2.57867 -0.46178
12 H -1.72654 2.10091 0.70360
13 H -1.29113 0.21558 -1.03669
14 H -0.94390 -0.88182 1.52449
15 H -2.14561 -1.21836 0.29852
16 H -2.23492 0.13782 1.49939
17 H 2.06016 1.14651 -0.89485
18 H 1.16880 0.30696 -2.17008
19 H 0.04360 -2.21936 0.14957

SMILES string   CC(C)N1CN=N[C@H]1F
Largest force on an atom   5.9 eV/A
Electronic energy   -460.5440 a.u.
Orbital gap   0.367 Eh
Energy relative to the best compared isomer or geometry (same formula, charge and spin)   13.7 kcal/mol

=====

- What is the formula in the third record?
  C5H10FN

=====

- Among the records above, which one has the lowest largest force on an atom?
  C5H10F2O